DFT (ωB97M-V/def2-TZVPD) results for an isolated molecule of C3H8NOP in a non-equilibrium geometry.

Values from the calculation:
SMILES   O[C@@H]1CCNP1
Net charge   0

Last column: Löwdin charge in e.
Geometry (Å):
H: 0.886 -1.897 1.302  0.030
H: -1.431 -1.662 0.440  0.100
N: 0.526 -1.521 0.445  -0.307
P: 1.783 -0.377 -0.123  0.876
C: 0.478 1.107 -0.464  -0.562
H: -1.012 -0.423 1.404  0.077
H: 0.788 1.536 -1.455  0.111
H: 0.032 1.564 1.436  0.114
C: -0.837 0.357 -0.513  -0.232
H: 1.771 -0.859 -1.627  -0.049
C: -0.772 -0.815 0.448  -0.327
H: -0.972 -0.095 -1.608  0.143
O: 0.490 1.984 0.645  -0.124
H: -1.731 1.102 -0.330  0.150


DFT (ωB97M-V/def2-TZVPD) results for a structure of composition C54H43CdCl5N3O2P2.

Values from the calculation:
Net charge   -1

Last column: Löwdin charge in e.
Geometry (Å):
H: -4.213 1.463 -2.013  0.094
C: 0.851 1.159 -3.029  -0.358
H: 1.143 3.766 4.963  0.117
C: -1.985 -4.450 2.088  -0.080
O: 0.551 -0.305 2.996  -0.287
P: -1.845 -0.635 0.702  1.015
Cl: -0.178 7.121 3.086  0.581
Cl: 2.812 7.218 1.909  0.609
C: 1.318 2.381 -2.542  -0.118
H: 0.023 -4.566 -0.521  0.106
H: 3.868 0.135 2.743  0.126
H: 1.614 4.110 -5.443  0.099
C: -3.887 1.208 -3.011  -0.029
Cl: -0.505 2.353 0.424  0.684
Cl: 3.926 4.614 0.509  0.621
C: 0.401 0.595 3.950  -0.383
C: -2.918 -5.091 1.278  -0.097
C: 2.490 4.561 1.525  -0.599
H: -3.730 -2.515 -0.764  0.097
C: 4.004 0.232 1.661  -0.211
H: 3.739 1.782 0.186  0.095
C: -2.813 0.321 -3.211  -0.211
Cd: 0.993 -0.005 0.958  1.254
H: -3.085 2.068 1.091  0.040
C: 1.902 -5.595 -0.395  -0.100
C: 1.731 3.294 1.794  -0.399
C: -2.746 -0.024 -0.804  -0.340
C: -1.663 -3.120 1.859  -0.123
H: -0.834 -0.736 5.067  0.101
H: -5.362 2.478 -3.879  0.100
H: 3.924 -6.367 -0.204  0.087
C: -4.154 1.993 2.920  -0.082
H: 4.842 -4.182 0.479  0.103
H: 2.384 -4.446 -3.913  0.104
C: -0.414 0.264 5.055  -0.047
H: -0.365 3.160 6.826  0.087
C: 3.635 -1.929 0.838  -0.110
P: 0.663 -0.231 -1.817  1.028
C: 1.885 -1.353 -2.603  -0.361
C: 3.206 -0.898 -2.659  -0.100
C: 3.922 -2.976 -3.635  -0.093
C: -4.560 1.227 4.002  -0.092
H: 3.441 0.098 -2.296  0.102
H: -0.855 -1.369 -3.322  0.059
C: 3.782 -4.277 0.254  -0.070
H: 1.475 2.507 -1.480  0.055
C: 0.524 5.776 2.241  -0.754
C: 1.405 3.287 -4.768  -0.090
H: 4.680 -2.092 1.127  0.120
Cl: -1.996 4.934 1.597  0.652
H: 2.955 2.714 3.496  0.155
C: 1.583 -3.211 0.059  -0.388
N: -2.162 -0.259 -2.126  -0.143
H: -2.845 0.368 -6.615  0.100
C: 0.308 3.538 1.415  -0.578
C: 3.278 -5.500 -0.124  -0.122
H: -1.487 -4.995 2.881  0.105
H: -4.705 1.974 -6.224  0.092
C: -3.397 1.425 1.902  -0.120
H: -4.404 3.046 2.868  0.095
H: 5.234 -1.322 -3.210  0.100
N: 2.238 1.931 1.644  -0.080
H: -2.797 1.050 -0.626  0.041
H: -4.517 -0.726 4.891  0.101
C: 1.596 3.441 -3.403  -0.073
C: -4.189 1.512 -5.392  -0.118
H: -1.006 -1.953 -1.680  0.070
C: 0.694 1.014 -4.409  -0.097
H: -1.330 0.857 6.893  0.091
H: -3.180 -1.722 3.113  0.088
H: -3.775 -0.390 -0.765  0.095
C: -3.232 -3.047 0.040  -0.083
C: -4.209 -0.113 4.050  -0.088
H: 0.601 -3.039 -2.994  0.100
C: 2.976 -3.129 0.360  -0.144
C: -0.143 2.442 6.046  -0.120
C: -3.534 -4.391 0.250  -0.090
C: -0.276 4.709 1.778  -0.722
C: -3.022 0.079 1.943  -0.326
H: -4.260 -4.887 -0.385  0.098
C: -0.953 -1.051 -2.293  -0.306
C: 4.215 -1.696 -3.174  -0.084
C: -4.549 1.790 -4.082  -0.096
C: 1.000 1.886 3.962  -0.117
H: 1.958 4.379 -2.998  0.106
H: -0.920 -2.617 2.472  0.104
C: -2.299 -2.402 0.841  -0.384
C: 0.695 2.774 4.997  -0.057
H: 1.479 -6.553 -0.685  0.096
C: -2.474 0.030 -4.545  -0.046
N: 3.159 -0.755 0.994  -0.041
H: 0.383 0.058 -4.819  0.095
C: 1.083 -4.495 -0.303  -0.034
C: -0.686 1.157 6.073  -0.116
C: 2.618 -3.442 -3.576  -0.080
H: 4.710 -3.608 -4.028  0.097
C: -3.147 0.618 -5.604  -0.098
H: 4.326 2.329 1.754  0.087
H: 5.062 0.066 1.437  0.115
C: 3.633 1.650 1.263  -0.233
H: -3.159 -6.135 1.445  0.097
C: -3.444 -0.677 3.039  -0.087
H: 0.821 1.939 -6.340  0.100
C: 2.029 2.416 3.007  -0.140
C: 1.606 -2.637 -3.059  -0.092
C: 1.895 5.731 1.910  -0.744
H: -1.683 -0.666 -4.781  0.081
O: 0.797 -2.189 0.058  -0.278
C: 0.957 2.068 -5.271  -0.083
H: -5.129 1.676 4.809  0.099


DFT (ωB97M-V/def2-TZVPD) results for an isolated molecule of C5H10O.

Values from the calculation:
SMILES   CC/C=C(\C)O
Net charge   0

Last column: Löwdin charge in e.
Geometry (Å):
H: 1.065 0.353 1.641  0.060
O: -1.604 0.792 -1.838  0.016
H: -2.492 0.826 0.533  0.093
C: -0.205 -0.867 -0.942  -0.070
H: -0.989 1.746 0.753  0.089
C: -1.400 0.746 0.568  -0.037
H: -1.315 1.709 -1.715  0.111
C: -1.032 0.155 -0.758  -0.419
H: 1.480 0.359 -0.743  0.113
H: -0.212 -1.337 -1.927  0.105
C: 1.419 -0.571 1.169  -0.120
H: 2.501 -0.612 1.325  0.070
H: -1.143 0.088 1.400  0.076
H: 0.950 -1.419 1.672  0.077
C: 1.165 -0.619 -0.330  -0.257
H: 1.810 -1.349 -0.808  0.095


DFT (ωB97M-V/def2-TZVPD) results for a structure of composition C5H12NO in a non-equilibrium geometry.

Values from the calculation:
Net charge   -1

Last column: Löwdin charge in e.
Geometry (Å):
N: -3.295 0.012 0.421  -0.269
H: 0.841 -0.824 -0.510  0.139
H: -2.802 -1.958 1.079  0.018
H: 3.398 -0.207 -1.481  0.100
C: 0.943 0.128 -0.006  -0.121
H: -1.047 0.315 -0.627  0.044
O: 3.653 -0.524 0.541  -0.293
C: 2.092 0.943 -0.234  -0.005
C: -3.096 -1.398 0.157  -0.452
H: 4.176 1.114 -0.643  0.090
H: -2.152 -1.532 -0.441  0.005
H: 1.996 1.955 0.155  0.136
H: 1.776 0.233 0.858  0.186
H: -0.391 1.850 0.155  0.070
H: -3.957 -1.915 -0.280  0.024
H: -0.883 0.470 1.109  0.062
H: -4.221 0.262 0.083  -0.130
C: -0.448 0.765 0.157  -0.088
C: 3.417 0.311 -0.493  -0.516


Number 1: E -590.3923 Ha, HOMO-LUMO gap 9.43 eV. Number 2: E -5549.7779 Ha, HOMO-LUMO gap 6.11 eV. Number 3: E -271.6731 Ha, HOMO-LUMO gap 8.96 eV. Number 4: E -327.4756 Ha, HOMO-LUMO gap 3.94 eV.